(1)
{
  "formula": "C35H76F3N4O3S",
  "method": "the ωB97M-V functional and the def2-TZVPD basis",
  "total_charge": 3,
  "e_lumo_ev": -5.56,
  "e_tot_ev": -68592.0665,
  "gap_ev": 10.29,
  "max_force_ev_per_a": 3.5,
  "symbols": ["C", "C", "C", "N", "C", "C", "C", "C", "C", "H", "H", "H", "H", "H", "H", "H", "H", "H", "H", "H", "H", "H", "H", "H", "H", "H", "H", "C", "C", "C", "N", "C", "C", "C", "C", "C", "H", "H", "H", "H", "H", "H", "H", "H", "H", "H", "H", "H", "H", "H", "H", "H", "H", "H", "C", "C", "C", "N", "C", "C", "C", "C", "C", "C", "H", "H", "H", "H", "H", "H", "H", "H", "H", "H", "H", "H", "H", "H", "H", "H", "H", "H", "H", "H", "C", "C", "C", "N", "C", "C", "C", "C", "C", "C", "H", "H", "H", "H", "H", "H", "H", "H", "H", "H", "H", "H", "H", "H", "H", "H", "H", "H", "H", "H", "C", "F", "F", "F", "S", "O", "O", "O"],
  "xyz": [[-19.81, 14.71, -8.47], [-18.49, 15.24, -8.88], [-18.57, 16.37, -9.96], [-17.43, 17.38, -10.02], [-16.19, 16.56, -10.42], [-17.76, 18.52, -10.92], [-16.73, 19.67, -10.46], [-16.56, 19.42, -8.88], [-17.23, 18.05, -8.65], [-20.40, 15.44, -7.93], [-19.67, 13.95, -7.70], [-20.36, 14.34, -9.34], [-17.87, 14.39, -9.18], [-18.02, 15.60, -7.96], [-19.39, 17.07, -9.81], [-18.54, 15.85, -10.92], [-16.21, 16.25, -11.46], [-16.02, 15.72, -9.74], [-15.30, 17.18, -10.35], [-17.60, 18.17, -11.95], [-18.80, 18.84, -10.87], [-15.78, 19.47, -10.96], [-16.94, 20.73, -10.64], [-15.53, 19.44, -8.53], [-17.07, 20.15, -8.26], [-16.72, 17.35, -7.99], [-18.19, 18.17, -8.17], [-17.68, 11.95, -16.15], [-17.12, 13.34, -15.97], [-17.95, 14.33, -16.82], [-17.59, 15.85, -16.80], [-16.15, 15.98, -17.37], [-17.74, 16.51, -15.41], [-18.00, 18.01, -15.72], [-18.50, 18.12, -17.11], [-18.66, 16.64, -17.57], [-18.68, 11.80, -15.74], [-17.03, 11.39, -15.48], [-17.65, 11.65, -17.19], [-16.12, 13.29, -16.40], [-17.10, 13.70, -14.94], [-19.01, 14.19, -16.64], [-18.14, 14.01, -17.85], [-15.82, 17.01, -17.43], [-16.13, 15.49, -18.34], [-15.53, 15.44, -16.66], [-16.87, 16.31, -14.80], [-18.59, 16.02, -14.94], [-17.07, 18.55, -15.54], [-18.64, 18.46, -14.96], [-17.82, 18.76, -17.66], [-19.43, 18.68, -17.17], [-18.52, 16.51, -18.64], [-19.65, 16.22, -17.41], [-9.41, 20.28, -11.18], [-9.58, 21.57, -12.04], [-10.06, 21.57, -13.54], [-10.13, 23.00, -14.10], [-10.12, 23.03, -15.72], [-11.28, 22.07, -16.39], [-12.66, 22.53, -15.88], [-12.82, 22.74, -14.30], [-11.51, 23.60, -13.68], [-9.06, 24.01, -13.70], [-10.28, 19.64, -11.07], [-8.97, 20.42, -10.19], [-8.77, 19.56, -11.70], [-8.64, 22.09, -11.88], [-10.23, 22.25, -11.49], [-11.06, 21.16, -13.68], [-9.42, 20.96, -14.18], [-9.14, 22.74, -16.08], [-10.16, 24.09, -15.96], [-10.96, 21.04, -16.23], [-11.35, 22.11, -17.48], [-13.26, 21.77, -16.38], [-13.00, 23.46, -16.33], [-12.88, 21.72, -13.91], [-13.77, 23.21, -14.01], [-11.48, 23.77, -12.60], [-11.67, 24.63, -13.97], [-8.91, 23.97, -12.62], [-9.40, 25.01, -13.98], [-8.16, 23.75, -14.25], [-14.94, 21.40, -19.09], [-14.54, 20.04, -19.77], [-13.09, 19.82, -19.60], [-12.34, 18.48, -19.96], [-10.87, 18.73, -19.72], [-10.38, 18.92, -18.26], [-10.78, 17.68, -17.38], [-12.17, 17.15, -17.60], [-12.62, 17.16, -19.05], [-12.62, 18.08, -21.46], [-14.19, 22.13, -19.40], [-15.06, 21.30, -18.02], [-15.88, 21.76, -19.51], [-14.63, 20.12, -20.85], [-15.03, 19.16, -19.35], [-13.04, 19.87, -18.51], [-12.55, 20.57, -20.17], [-10.64, 19.67, -20.22], [-10.33, 17.87, -20.14], [-10.73, 19.89, -17.89], [-9.29, 18.96, -18.29], [-10.59, 17.94, -16.34], [-10.03, 16.88, -17.35], [-12.78, 17.80, -16.98], [-12.30, 16.16, -17.17], [-13.71, 17.13, -18.96], [-12.22, 16.28, -19.55], [-13.68, 17.85, -21.48], [-11.93, 17.25, -21.61], [-12.38, 18.83, -22.21], [-12.98, 17.92, -12.83], [-12.53, 19.18, -13.12], [-12.15, 16.95, -13.28], [-13.10, 17.96, -11.47], [-14.74, 17.66, -13.64], [-14.42, 18.00, -15.09], [-15.18, 16.30, -13.41], [-15.62, 18.68, -13.04]],
  "lowdin_charge": [-0.1044, -0.2420, -0.0936, -0.2603, 0.0430, -0.0851, -0.0815, -0.1130, -0.0986, 0.0859, 0.0919, 0.0877, 0.1132, 0.1043, 0.1305, 0.1342, 0.0768, 0.1107, 0.0954, 0.1031, 0.1340, 0.0658, 0.1122, 0.1096, 0.1115, 0.1273, 0.1369, -0.0917, -0.2304, -0.1283, -0.2109, 0.0458, -0.0710, -0.1633, -0.1476, -0.0781, 0.0879, 0.0897, 0.0927, 0.1077, 0.1176, 0.1269, 0.1337, 0.0864, 0.1078, 0.0974, 0.0860, 0.1383, 0.0945, 0.1252, 0.1096, 0.1271, 0.1332, 0.1389, -0.0744, -0.1974, -0.0774, -0.2305, -0.0285, -0.1392, -0.1715, -0.0678, -0.0510, 0.0210, 0.0593, 0.0870, 0.0742, 0.0977, 0.1002, 0.0883, 0.1329, 0.1173, 0.1239, 0.0791, 0.1022, 0.0834, 0.1123, 0.0718, 0.1097, 0.1189, 0.1216, 0.0988, 0.1112, 0.1146, -0.0523, -0.2336, -0.1499, -0.1950, -0.1239, -0.1179, -0.1784, -0.1828, -0.0494, 0.0540, 0.0822, 0.0702, 0.0840, 0.1166, 0.1064, 0.1227, 0.1415, 0.1300, 0.1412, 0.0665, 0.1268, 0.1077, 0.1201, 0.0894, 0.1384, 0.1041, 0.1378, 0.1042, 0.1015, 0.1138, -0.5412, 0.0691, 0.1225, 0.0969, 0.5413, -0.3886, -0.3432, -0.3406]
}

(2)
{
  "formula": "C35H76O11",
  "method": "the ωB97M-V functional and the def2-TZVPD basis",
  "total_charge": 0,
  "e_lumo_ev": 0.36,
  "e_tot_ev": -60046.9896,
  "gap_ev": 9.17,
  "smiles": "C1CCOC1.C1CCOC1.C1CCOC1.C1CCOC1.C1CCOC1.C1CCOC1.C1CCOC1.C1CCOC1.CC(C)O.O.O",
  "max_force_ev_per_a": 1.2,
  "symbols": ["C", "C", "C", "O", "C", "H", "H", "H", "H", "H", "H", "H", "H", "C", "C", "C", "O", "C", "H", "H", "H", "H", "H", "H", "H", "H", "C", "C", "C", "O", "C", "H", "H", "H", "H", "H", "H", "H", "H", "C", "C", "C", "O", "C", "H", "H", "H", "H", "H", "H", "H", "H", "C", "C", "C", "O", "C", "H", "H", "H", "H", "H", "H", "H", "H", "C", "C", "C", "O", "C", "H", "H", "H", "H", "H", "H", "H", "H", "C", "C", "C", "O", "C", "H", "H", "H", "H", "H", "H", "H", "H", "C", "C", "C", "O", "C", "H", "H", "H", "H", "H", "H", "H", "H", "C", "C", "C", "O", "H", "H", "H", "H", "H", "H", "H", "H", "O", "H", "H", "O", "H", "H"],
  "xyz": [[-4.55, 1.30, 1.81], [-5.68, 1.71, 2.76], [-5.29, 0.95, 4.05], [-4.08, 0.24, 3.77], [-4.07, -0.03, 2.38], [-3.74, 2.03, 1.93], [-4.78, 1.36, 0.74], [-6.66, 1.42, 2.39], [-5.63, 2.79, 2.90], [-6.08, 0.23, 4.29], [-5.10, 1.56, 4.93], [-4.73, -0.87, 2.11], [-3.06, -0.28, 2.06], [2.24, 0.53, -5.58], [2.24, -0.95, -5.99], [1.19, -1.53, -5.06], [1.30, -0.79, -3.84], [1.90, 0.49, -4.09], [1.51, 1.09, -6.17], [3.21, 0.99, -5.78], [3.22, -1.38, -5.80], [1.99, -1.13, -7.03], [1.24, -2.59, -4.85], [0.17, -1.34, -5.44], [2.80, 0.54, -3.47], [1.19, 1.27, -3.80], [3.27, -2.41, 0.80], [1.96, -3.15, 1.09], [2.42, -4.37, 1.92], [3.78, -4.14, 2.29], [4.11, -2.79, 2.00], [3.13, -1.33, 0.70], [3.69, -2.87, -0.09], [1.48, -3.53, 0.19], [1.26, -2.52, 1.63], [2.34, -5.24, 1.26], [1.84, -4.44, 2.84], [5.18, -2.71, 1.82], [3.87, -2.17, 2.87], [2.31, 3.55, 0.37], [3.45, 3.20, -0.60], [4.00, 1.87, -0.05], [3.21, 1.53, 1.08], [2.64, 2.72, 1.62], [1.34, 3.23, 0.00], [2.26, 4.62, 0.57], [4.20, 3.99, -0.60], [3.10, 3.12, -1.63], [5.03, 2.04, 0.27], [3.91, 1.06, -0.77], [3.29, 3.22, 2.34], [1.69, 2.43, 2.08], [-3.42, 3.85, -1.57], [-2.72, 2.46, -1.54], [-1.48, 2.66, -2.42], [-1.46, 4.01, -2.85], [-2.28, 4.76, -1.94], [-3.80, 4.08, -0.57], [-4.26, 3.80, -2.26], [-3.40, 1.69, -1.91], [-2.50, 2.24, -0.50], [-1.44, 2.03, -3.31], [-0.57, 2.46, -1.83], [-2.52, 5.73, -2.37], [-1.66, 4.97, -1.05], [-1.13, 3.93, 3.57], [-1.73, 5.32, 3.49], [-2.84, 5.08, 2.47], [-2.29, 4.12, 1.55], [-1.09, 3.58, 2.08], [-1.84, 3.24, 4.04], [-0.16, 3.88, 4.07], [-1.01, 6.01, 3.04], [-2.07, 5.77, 4.42], [-3.18, 5.96, 1.92], [-3.72, 4.64, 2.97], [-0.21, 4.04, 1.60], [-1.05, 2.51, 1.91], [3.52, -4.61, -3.14], [2.52, -5.26, -4.09], [1.35, -5.48, -3.12], [2.01, -5.88, -1.90], [3.38, -5.51, -1.91], [3.24, -3.58, -2.91], [4.51, -4.59, -3.62], [2.81, -6.23, -4.49], [2.26, -4.62, -4.93], [0.71, -6.31, -3.41], [0.76, -4.58, -2.97], [4.01, -6.39, -2.02], [3.63, -4.94, -1.01], [-0.75, -1.10, 3.86], [-0.01, 0.12, 3.31], [1.46, -0.32, 3.38], [1.50, -1.54, 4.12], [0.28, -1.66, 4.83], [-0.87, -1.85, 3.07], [-1.71, -0.81, 4.29], [-0.17, 1.01, 3.92], [-0.32, 0.36, 2.29], [2.08, 0.42, 3.91], [1.95, -0.47, 2.42], [0.35, -1.09, 5.77], [0.11, -2.70, 5.08], [-1.45, -0.54, -0.28], [-0.31, -0.62, -1.26], [0.96, -0.07, -0.62], [-0.11, -2.00, -1.59], [-2.43, -0.66, -0.75], [-1.43, 0.44, 0.22], [-1.40, -1.28, 0.52], [-0.59, -0.08, -2.18], [1.83, -0.34, -1.21], [1.02, -0.56, 0.36], [0.92, 1.00, -0.45], [0.53, -2.01, -2.32], [-2.06, -4.03, -1.83], [-2.92, -4.10, -1.41], [-1.73, -3.16, -1.56], [-4.68, -3.33, -0.77], [-5.41, -3.94, -0.84], [-5.04, -2.48, -1.01]],
  "lowdin_charge": [-0.1626, -0.1436, -0.1871, -0.1527, -0.1977, 0.0933, 0.1094, 0.1044, 0.0948, 0.1143, 0.1159, 0.1261, 0.0932, -0.1516, -0.1552, -0.1871, -0.1849, -0.1742, 0.1120, 0.1100, 0.1141, 0.1136, 0.1026, 0.1292, 0.1142, 0.1121, -0.1606, -0.1542, -0.1685, -0.1352, -0.2091, 0.0802, 0.1015, 0.1001, 0.0835, 0.1098, 0.1134, 0.1191, 0.1142, -0.1708, -0.1482, -0.1833, -0.1665, -0.1917, 0.0816, 0.1121, 0.1052, 0.1015, 0.1177, 0.1043, 0.1251, 0.0997, -0.1572, -0.1576, -0.1989, -0.1406, -0.1980, 0.0955, 0.1108, 0.1070, 0.0735, 0.1132, 0.0995, 0.1202, 0.1146, -0.1560, -0.1629, -0.1912, -0.1700, -0.2096, 0.1163, 0.1141, 0.1175, 0.1149, 0.1203, 0.1113, 0.1052, 0.0966, -0.1693, -0.1749, -0.1809, -0.1393, -0.1992, 0.1058, 0.1119, 0.1153, 0.0950, 0.1201, 0.1055, 0.1203, 0.0981, -0.1497, -0.1565, -0.1911, -0.1482, -0.2069, 0.1122, 0.1041, 0.1038, 0.0740, 0.1207, 0.0807, 0.1230, 0.1219, -0.0559, -0.4545, -0.0281, -0.0588, 0.0835, 0.0560, 0.0858, 0.1204, 0.0769, 0.0610, 0.0703, 0.0666, -0.0749, -0.0151, -0.0129, -0.0434, 0.0501, 0.0447]
}